Molecular formula: C8H8N2O
Method: DFT, ωB97M-V with the def2-TZVPD basis set

Geometry (Å):
C  -2.9888  0.4243  -0.0843
C  -2.2266  1.5269  -0.0504
C  -2.4571  -0.8085  0.2246
C  -0.8548  1.5013  0.0585
C  -1.0473  -0.8987  0.1512
C  -0.2288  0.2384  0.1035
C  1.2407  0.0575  0.0579
C  3.1417  -1.2560  0.1316
N  2.0742  1.2034  0.3120
N  1.8709  1.0723  -0.9330
O  1.7238  -1.2139  0.1118
H  -4.0397  0.4908  -0.2081
H  -2.6829  2.4408  -0.2240
H  -3.0996  -1.8062  0.1365
H  -0.2463  2.4010  -0.0121
H  -0.6105  -1.8418  -0.0363
H  3.4370  -2.1758  0.4797
H  3.3949  -0.3800  0.7934
H  3.5990  -0.9757  -1.0126

Computed properties:
**Total charge**: 0
**Gap between HOMO and LUMO**: 8.914 eV
**HOMO**: -8.73 eV
**SMILES**: COC1(c2ccccc2)N=N1
**Relative energy (zero: lowest compared OMol25 entry of this formula, charge and spin)**: 106.6 kcal per mole
**Calculated total energy**: -13449.6060 eV
**LUMO**: 0.0067 Ha

***

Molecular formula: C8H8N2O2
Method: DFT, ωB97M-V with the def2-TZVPD basis set

Geometry (Å):
C  -2.3851  0.9518  -0.6841
C  -1.5462  1.8952  -0.1511
C  -1.8993  -0.3725  -0.7309
C  -0.2870  1.6701  0.4297
C  -0.6359  -0.6423  -0.2060
C  0.1392  0.3331  0.3385
C  0.1312  -2.0324  -0.2057
C  1.4102  -0.2576  0.8710
N  1.2810  -1.6840  0.6568
N  2.5063  0.3191  -0.1674
O  3.4137  0.9346  0.3419
O  2.2799  0.1147  -1.3143
H  -3.2330  1.3469  -1.1439
H  -1.8290  2.9359  -0.0918
H  -2.5269  -1.0710  -1.2422
H  0.4472  2.3524  0.8119
H  -0.4861  -2.8022  0.3588
H  0.4579  -2.1560  -1.2561
H  1.7136  0.1479  1.7952
H  1.0483  -1.9838  1.5897

Computed properties:
**Total charge**: 0
**Gap between HOMO and LUMO**: 10.258 eV
**HOMO**: -9.60 eV
**SMILES**: O=[N+]([O-])[C@@H]1NCc2ccccc21
**Relative energy (zero: lowest compared OMol25 entry of this formula, charge and spin)**: 80.3 kcal per mole
**Calculated total energy**: -15497.3133 eV
**LUMO**: 0.0244 Ha

***

Molecular formula: C8H8N2O3P
Method: DFT, ωB97M-V with the def2-TZVPD basis set

Geometry (Å):
C  -2.8274  -1.2807  0.2155
C  -1.7535  -2.1567  0.1263
C  -2.5817  0.0810  0.2569
C  -0.4642  -1.6763  0.1031
C  -1.0883  2.0271  0.1685
C  -1.2907  0.5892  0.2171
C  -0.1814  -0.3018  0.1627
C  0.0439  2.6587  0.0196
N  1.0488  0.2256  0.1592
N  1.0371  3.3774  0.0136
O  2.7906  -1.7807  0.9152
O  2.7404  -0.9973  -1.5007
O  3.4937  0.5997  0.2966
P  2.4316  -0.6057  0.0869
H  -3.8435  -1.6554  0.2442
H  -1.9298  -3.2248  0.0717
H  -3.4178  0.7719  0.3092
H  0.3794  -2.3504  0.0474
H  -1.9866  2.6354  0.1997
H  2.9587  1.3933  0.2552
H  2.9709  -1.9238  -1.4882
H  1.4700  3.5942  -0.8797

Computed properties:
**Total charge**: -1
**Gap between HOMO and LUMO**: 7.051 eV
**HOMO**: -3.51 eV
**Relative energy (zero: lowest compared OMol25 entry of this formula, charge and spin)**: 15.2 kcal per mole
**Calculated total energy**: -26841.1060 eV
**LUMO**: 0.1300 Ha

***

Molecular formula: C8H8N3
Method: DFT, ωB97M-V with the def2-TZVPD basis set

Geometry (Å):
C  2.3351  0.2246  0.0239
C  1.9637  -0.2090  -1.3003
C  -0.5375  2.1215  0.8059
C  0.6584  -0.3326  -1.5377
C  -0.2571  1.5505  -0.3962
C  -0.8914  1.1044  1.7405
C  -0.9756  -0.6484  0.2425
C  -1.1528  -2.1278  0.1590
N  -1.2789  -0.0698  1.3557
N  2.1880  0.4376  1.1423
N  -0.2268  0.2061  -0.5993
H  2.8572  -0.3287  -2.0202
H  -0.6192  3.1775  1.0116
H  0.1487  -0.6541  -2.4665
H  0.0940  2.1073  -1.2443
H  -0.5951  1.2468  2.7877
H  -1.4125  -2.5599  -0.8439
H  -1.9917  -2.5202  0.6744
H  -0.3065  -2.7259  0.4648

Computed properties:
**Total charge**: +1
**Gap between HOMO and LUMO**: 9.559 eV
**HOMO**: -14.75 eV
**SMILES**: Cc1nccc[n+]1/C=C\C#N
**Relative energy (zero: lowest compared OMol25 entry of this formula, charge and spin)**: 48.7 kcal per mole
**Calculated total energy**: -12886.4869 eV
**LUMO**: -0.1908 Ha

***

Molecular formula: C8H8N3O2
Method: DFT, ωB97M-V with the def2-TZVPD basis set

Geometry (Å):
C  1.4547  -1.8426  0.5714
C  1.5412  -1.5110  -0.7772
C  1.3388  -0.8442  1.4808
C  1.1830  -0.2789  -1.2831
C  0.6078  2.6516  0.7575
C  1.1597  0.4556  1.0427
C  1.0527  0.8007  -0.3851
C  0.5889  1.5416  1.5888
N  -2.2472  -0.7578  0.3905
N  0.7599  2.1421  -0.4738
N  -1.8376  -0.0182  -0.4490
O  -3.5509  -0.5714  0.8473
O  -2.5097  1.0827  -0.9242
H  1.5909  -2.8306  0.7783
H  1.6923  -2.3622  -1.5520
H  1.4177  -1.1274  2.5966
H  0.9383  -0.0190  -2.2385
H  0.3831  3.7158  0.8261
H  0.8457  2.7595  -1.2584
H  -3.6947  -1.4521  1.1108
H  -3.1098  1.4252  -0.2485

Computed properties:
**Total charge**: +1
**Gap between HOMO and LUMO (spin up / spin down)**: 6.346 / 7.659 eV
**HOMO (spin up / spin down)**: -13.40 / -13.13 eV
**Relative energy (zero: lowest compared OMol25 entry of this formula, charge and spin)**: 97.9 kcal per mole
**Calculated total energy**: -16976.0816 eV
**LUMO (spin up / spin down)**: -0.2591 / -0.2009 Ha

***

Molecular formula: C8H8N4
Method: DFT, ωB97M-V with the def2-TZVPD basis set

Geometry (Å):
C  -0.7337  -1.4033  0.1785
C  -0.3492  -1.6157  -1.1441
C  0.1733  -0.5085  -1.9185
C  0.5077  0.6709  -1.2108
C  0.2303  0.8916  0.0152
C  0.6140  2.0469  0.8840
C  -0.4576  0.0720  2.2304
C  -0.2960  -0.2733  0.8032
H  -1.7651  -2.1580  1.6760
H  -1.5492  -3.3407  0.3222
H  -0.5313  -2.3580  -1.5822
H  0.6279  -0.3849  -2.7991
H  1.4836  1.3745  -2.7821
H  1.8211  2.3860  -1.9089
H  0.8458  3.0200  0.2367
H  -0.7291  -0.9106  2.8983
N  -1.1065  -2.4923  1.0490
N  1.0584  1.7060  -2.0370
N  0.2317  2.1642  2.1774
N  -0.0760  1.1133  2.9118

Computed properties:
**Total charge**: 0
**Gap between HOMO and LUMO**: 7.938 eV
**HOMO**: -8.11 eV
**SMILES**: Nc1ccc(N)c2cnncc12
**Relative energy (zero: lowest compared OMol25 entry of this formula, charge and spin)**: 136.0 kcal per mole
**Calculated total energy**: -14380.5399 eV
**LUMO**: -0.0065 Ha

***

Molecular formula: C8H8N4O4
Method: DFT, ωB97M-V with the def2-TZVPD basis set

Geometry (Å):
C  2.0289  -0.9245  1.5421
C  0.8465  -1.5181  2.1788
C  -0.0619  -0.7136  2.7606
C  1.0957  1.3168  2.1181
C  -1.5100  1.5461  -2.1072
C  -2.2734  0.3537  -1.4697
C  -1.8238  -0.8643  -1.6204
C  0.2881  -0.2623  -2.7206
H  2.8047  0.9468  1.0970
H  0.7341  -2.5953  2.2088
H  -0.9439  -1.1089  3.2567
H  -0.6353  1.2471  3.1953
H  0.3411  1.7027  -3.4762
H  -3.1280  0.6583  -0.7754
H  -2.2922  -1.7111  -1.2388
H  -0.3329  -2.1402  -2.0894
N  2.0327  0.4737  1.5586
N  0.0465  0.6502  2.7376
N  -0.1694  1.1039  -2.6609
N  -0.5958  -1.2149  -2.1190
O  2.9388  -1.5373  1.0214
O  1.1747  2.5270  2.0977
O  -1.8924  2.6667  -2.2359
O  1.3273  -0.6026  -3.2593

Computed properties:
**Total charge**: 0
**Gap between HOMO and LUMO**: 9.898 eV
**HOMO**: -9.67 eV
**SMILES**: O=c1cc[nH]c(=O)[nH]1.O=c1cc[nH]c(=O)[nH]1
**Relative energy (zero: lowest compared OMol25 entry of this formula, charge and spin)**: 38.5 kcal per mole
**Calculated total energy**: -22577.2595 eV
**LUMO**: 0.0085 Ha

***

Molecular formula: C8H8N4O6PdS3
Method: DFT, ωB97M-V with the def2-TZVPD basis set

Geometry (Å):
Pd  -1.3398  -1.8667  -1.4889
O  -0.5489  -3.9231  -0.8424
S  -1.9664  -3.9340  -0.2964
O  -2.3203  -5.0839  0.4603
O  -2.8098  -3.6404  -1.5041
O  -2.0043  -2.6229  0.4876
N  0.9841  -2.3956  0.8447
C  1.1841  -1.2019  0.2990
S  1.0358  -1.0222  -1.3973
N  1.4883  -0.1978  1.1456
C  1.6461  1.1935  0.8918
C  1.0606  2.0650  1.8050
C  1.1892  3.4340  1.6409
C  1.8987  3.9398  0.5612
C  2.4936  3.0658  -0.3345
C  2.3842  1.6918  -0.1742
H  0.5606  -3.1105  0.2458
H  0.8509  -2.4932  1.8391
H  1.3908  -0.4215  2.1250
H  0.4865  1.6683  2.6338
H  0.7260  4.1032  2.3534
H  1.9946  5.0081  0.4245
H  3.0645  3.4510  -1.1690
H  2.8696  1.0221  -0.8623
S  -5.5504  -0.8023  -2.5278
C  -3.9539  -0.8618  -2.6714
N  -2.7834  -0.9111  -2.7701
O  -1.1808  1.8250  -1.5193
N  -1.3592  1.5322  -0.3814
O  -1.4910  0.4890  0.1813

Computed properties:
**Total charge**: 0
**Gap between HOMO and LUMO (spin up / spin down)**: 9.096 / 4.852 eV
**Spin multiplicity**: 5
**HOMO (spin up / spin down)**: -9.08 / -9.07 eV
**⟨S²⟩**: 6.04
**Relative energy (zero: lowest compared OMol25 entry of this formula, charge and spin)**: 0.0 kcal per mole
**Calculated total energy**: -62650.7039 eV
**LUMO (spin up / spin down)**: 0.0005 / -0.1549 Ha